DFT (the ωB97M-V functional and the def2-TZVPD basis) results for a 19-piece molecular cluster, C64H101N13O6S6 overall at a distorted geometry.

* largest force on an atom: 0.0615 Eh/bohr
* calculated total energy: -6051.3867 a.u.
* total charge: 0
* orbital gap: 8.011 eV
* E_HOMO: -0.292 hartree

XYZ file:
```
190
Properties=species:S:1:pos:R:3:lowdin_charge:R:1
C -5.1957 -1.8084 -0.3505 -0.230
S -5.9493 -0.8850 1.0437 0.805
O -6.9708 0.0172 0.4356 -0.568
C -6.7465 -2.3427 1.9139 -0.214
H -4.8828 -1.1583 -1.1707 0.045
H -6.0482 -2.4182 -0.7595 0.061
H -4.3727 -2.4491 -0.0390 0.012
H -6.0342 -2.8608 2.5617 0.021
H -7.1476 -3.0557 1.1627 0.053
H -7.5867 -2.0345 2.5166 0.043
C -1.4689 5.4013 -1.1710 -0.233
S -0.3054 4.6612 -2.3926 0.857
O -1.1168 3.9565 -3.4783 -0.594
C 0.1519 6.3129 -3.1381 -0.218
H -2.2057 4.6997 -0.7887 0.012
H -2.0150 6.2233 -1.6411 0.057
H -0.8836 5.7984 -0.3324 0.047
H 0.7856 6.9254 -2.4850 0.060
H -0.7832 6.8491 -3.3155 0.050
H 0.7203 6.1191 -4.0662 0.047
C 3.8100 2.6110 -1.5097 -0.261
S 5.1751 3.7751 -1.3156 0.849
O 5.6060 3.7785 0.1437 -0.577
C 6.4596 2.7980 -2.1644 -0.240
H 3.9885 1.6575 -1.0042 0.029
H 3.6591 2.4290 -2.5833 0.041
H 2.9054 3.0383 -1.0540 0.036
H 6.4953 1.8215 -1.7009 0.018
H 7.4542 3.2298 -2.0014 0.061
H 6.2387 2.7505 -3.2421 0.058
C 2.3857 -0.7364 -4.0439 -0.238
S 2.7588 -2.0535 -2.8501 0.862
O 1.5701 -2.1865 -1.9477 -0.590
C 2.5219 -3.5153 -3.9390 -0.210
H 1.5634 -1.0692 -4.6666 0.042
H 3.2128 -0.5755 -4.7195 0.049
H 2.1024 0.2134 -3.6208 0.030
H 2.5855 -4.4111 -3.3124 0.026
H 3.1770 -3.5689 -4.7927 0.055
H 1.4823 -3.4515 -4.2776 0.058
C 0.3281 0.0737 1.6388 -0.219
S -0.8866 -0.1334 0.3138 0.826
O -2.1673 -0.5570 0.8867 -0.570
C -1.1417 1.5888 -0.0974 -0.237
H 0.1007 0.9368 2.2646 0.036
H 1.2605 0.2387 1.0441 0.067
H 0.4024 -0.8322 2.1921 0.023
H -1.8735 1.6327 -0.8860 0.029
H -0.1519 1.9284 -0.4298 0.057
H -1.4929 2.1011 0.7791 0.035
C -5.4802 4.0570 2.2975 -0.245
S -4.4627 3.8792 0.8282 0.841
O -3.0852 4.2973 1.2211 -0.591
C -4.4927 2.0946 0.6145 -0.261
H -5.4345 5.1612 2.5160 0.069
H -5.0184 3.5484 3.1296 0.041
H -6.5245 3.7756 2.1401 0.062
H -5.5654 1.8493 0.5579 0.032
H -4.0136 1.5124 1.3981 0.040
H -4.0754 1.9187 -0.3998 0.040
N -3.3421 -2.2893 3.1003 0.020
C -4.0050 -1.6185 4.0765 -0.157
C -4.4216 -2.5509 4.9948 -0.100
C -4.0686 -3.8371 4.4752 -0.114
C -3.4004 -3.6303 3.3051 -0.153
H -2.7533 -1.8828 2.4003 0.089
H -4.0759 -0.5495 4.0164 0.097
H -4.8607 -2.3516 5.9659 0.091
H -4.2963 -4.8271 4.8238 0.086
H -2.8766 -4.2822 2.6234 0.101
N 6.5792 -1.6802 0.8105 0.001
C 6.1508 -0.4769 1.3285 -0.121
C 5.5997 0.2656 0.3196 -0.082
C 5.6815 -0.5878 -0.8610 -0.131
C 6.2460 -1.7325 -0.4924 -0.200
H 6.8857 -2.5111 1.2829 0.153
H 6.3065 -0.2213 2.4050 0.128
H 5.2030 1.2567 0.3881 0.048
H 5.3664 -0.3883 -1.8633 0.075
H 6.5738 -2.5641 -1.1576 0.139
N 2.8879 -1.8935 5.5880 0.015
C 3.5797 -1.7534 6.7944 -0.137
C 2.6693 -1.2479 7.7045 -0.094
C 1.4814 -0.9304 6.9445 -0.120
C 1.6254 -1.3974 5.7031 -0.163
H 3.2743 -2.2215 4.6900 0.100
H 4.6352 -1.9800 6.7876 0.103
H 2.6645 -1.0546 8.7598 0.084
H 0.5836 -0.5253 7.3671 0.085
H 0.9849 -1.3678 4.8596 0.093
N -0.7103 -3.7602 -1.0767 0.041
C -0.7452 -5.1100 -1.3554 -0.149
C -1.9416 -5.6352 -1.0335 -0.123
C -2.6644 -4.6130 -0.4045 -0.141
C -1.9086 -3.4841 -0.4791 -0.169
H -0.0607 -3.1321 -1.5426 0.078
H 0.1774 -5.6030 -1.6659 0.114
H -2.2268 -6.6980 -1.1216 0.108
H -3.5627 -4.7263 0.1922 0.092
H -2.1041 -2.4394 -0.1818 0.065
N -2.2307 2.7289 3.6717 0.019
C -2.0510 1.3788 3.7950 -0.158
C -1.7721 1.1203 5.1222 -0.093
C -1.6888 2.3872 5.7824 -0.120
C -1.9608 3.3490 4.8821 -0.171
H -2.3618 3.2928 2.8174 0.090
H -2.1568 0.7587 2.9186 0.074
H -1.5870 0.1263 5.5879 0.104
H -1.3788 2.4662 6.8093 0.093
H -1.8811 4.4256 4.9089 0.117
N 2.4612 -2.7694 0.8247 0.059
C 3.6161 -2.8032 1.4482 -0.184
C 3.4832 -3.3484 2.6883 -0.124
C 2.1010 -3.6256 2.8360 -0.105
C 1.5059 -3.2600 1.6603 -0.131
H 2.3290 -2.3511 -0.0889 0.097
H 4.5100 -2.3786 1.0522 0.077
H 4.3086 -3.4378 3.3904 0.103
H 1.6435 -3.9993 3.7270 0.098
H 0.4758 -3.2146 1.4119 0.097
N 1.9217 3.3481 2.8339 0.035
C 0.6850 3.8038 3.1441 -0.131
C 0.2575 4.5712 2.0874 -0.106
C 1.3017 4.5609 1.1400 -0.139
C 2.3199 3.8429 1.6318 -0.147
H 2.4736 2.8797 3.5490 0.122
H 0.2400 3.4754 4.0913 0.105
H -0.7426 5.0371 2.0464 0.090
H 1.3042 5.0828 0.1703 0.082
H 3.2559 3.5577 1.1840 0.076
N -0.9116 1.0558 -4.8494 0.038
C -0.8112 0.5353 -3.5978 -0.159
C -1.0813 -0.8224 -3.7016 -0.107
C -1.2823 -1.1461 -5.0897 -0.104
C -1.2094 0.0517 -5.7392 -0.118
H -0.9910 2.0293 -5.0702 0.109
H -0.6267 1.1990 -2.7821 0.079
H -1.1213 -1.5094 -2.8816 0.070
H -1.4672 -2.1184 -5.5354 0.101
H -1.4200 0.1829 -6.7673 0.103
N 0.9265 3.5832 -5.4634 -0.023
C 1.3477 3.7730 -6.7552 -0.095
C 2.4606 2.9585 -6.8726 -0.103
C 2.7035 2.3960 -5.6301 -0.138
C 1.7076 2.7430 -4.7874 -0.188
H -0.0132 3.8515 -5.1755 0.096
H 0.8582 4.4729 -7.4202 0.110
H 3.0779 2.7974 -7.7535 0.099
H 3.5685 1.8356 -5.3591 0.082
H 1.3020 2.4880 -3.8012 0.099
N 5.9987 2.8279 4.2905 0.043
C 5.8577 2.1570 5.4680 -0.135
C 4.8540 1.2134 5.3642 -0.069
C 4.3500 1.3549 4.0156 -0.125
C 5.0772 2.3268 3.4466 -0.190
H 6.6238 3.5687 4.1209 0.140
H 6.5184 2.3335 6.2913 0.102
H 4.4806 0.6564 6.2064 0.071
H 3.6002 0.7748 3.4816 0.098
H 5.1456 2.7023 2.4634 0.083
N -3.7773 2.5483 -3.0923 0.001
C -4.3669 1.3162 -3.1698 -0.143
C -5.6955 1.4747 -2.8334 -0.096
C -5.8900 2.8657 -2.4614 -0.097
C -4.6675 3.5102 -2.6797 -0.151
H -2.7732 2.6935 -3.2063 0.084
H -3.7273 0.4546 -3.3660 0.097
H -6.4973 0.7627 -2.6787 0.094
H -6.8331 3.1798 -2.0983 0.081
H -4.3700 4.5328 -2.5035 0.097
N 3.4989 -5.8571 0.3124 0.060
C 3.8374 -5.1807 -0.7707 -0.196
C 4.1431 -6.0302 -1.7957 -0.125
C 3.9413 -7.3559 -1.3104 -0.093
C 3.5370 -7.2105 0.0074 -0.104
H 3.2964 -5.3713 1.1440 0.099
H 3.9121 -4.1189 -0.9071 0.082
H 4.3063 -5.6576 -2.7931 0.078
H 3.9627 -8.2106 -1.9857 0.094
H 3.2076 -7.9558 0.6846 0.094
N -4.9785 -3.8111 -3.6108 0.011
C -6.2678 -3.5465 -3.8928 -0.160
C -6.3134 -2.4161 -4.6529 -0.109
C -4.9744 -2.0139 -4.8746 -0.106
C -4.1805 -2.8996 -4.1775 -0.156
H -4.5940 -4.4548 -2.9188 0.151
H -7.0620 -4.1529 -3.5159 0.104
H -7.2269 -1.9920 -5.0324 0.091
H -4.6856 -1.1154 -5.4038 0.088
H -3.1198 -2.7909 -4.0412 0.082
```